*w*
9
Properties=species:S:1:pos:R:3:lowdin_charge:R:1 method="wB97M-V/def2-TZVPD" lumo_energy_ha=-0.07805 spin_multiplicity=1
S 2.912 -0.180 -0.123 0.630
C 1.204 -0.126 0.364 -0.667
C 0.247 0.998 0.223 -0.145
C -0.919 0.465 -0.209 -0.087
C -0.739 -1.018 -0.142 -0.174
N 0.436 -1.407 0.250 0.007
H 0.277 2.200 0.171 0.159
H -1.939 1.003 -0.275 0.131
H -1.479 -1.934 -0.260 0.146



*x*
9
Properties=species:S:1:pos:R:3:lowdin_charge:R:1 method="wB97M-V/def2-TZVPD" lumo_energy_ha=-0.03632 spin_multiplicity=1
N 3.770 -1.166 0.096 0.113
C 2.792 -0.225 -0.120 -0.185
C 1.558 0.226 -0.396 -0.079
C 0.384 0.654 -0.012 -0.021
C -1.150 0.590 0.088 -0.567
S -1.582 -1.144 -0.138 0.685
H -1.289 0.971 1.017 0.028
H -1.556 1.109 -0.866 0.111
H -2.927 -1.014 0.330 -0.085



Quick ranking, most stable first: *w*, *x*.



*w*
14
Properties=species:S:1:pos:R:3:lowdin_charge:R:1 method="wB97M-V/def2-TZVPD" lumo_energy_ha=-0.03355 spin_multiplicity=1
S -2.998 -0.313 0.060 0.624
C -1.274 0.150 0.071 -0.591
C -0.430 1.406 -0.208 -0.061
C 1.008 0.501 0.071 -0.243
C 0.993 -0.840 -0.735 -0.106
O -0.009 -1.682 -0.080 -0.064
C -0.495 -0.807 0.889 -0.410
O 0.685 0.027 1.365 -0.067
H -0.508 2.323 0.549 0.155
H -0.708 1.953 -1.215 0.133
H 2.172 0.955 -0.071 0.208
H 0.779 -0.828 -1.722 0.085
H 1.920 -1.442 -0.721 0.135
H -1.136 -1.404 1.749 0.201



*x*
14
Properties=species:S:1:pos:R:3:lowdin_charge:R:1 method="wB97M-V/def2-TZVPD" lumo_energy_ha=-0.03832 spin_multiplicity=1
C 1.948 0.296 -0.872 0.003
C 0.662 0.359 -0.666 -0.173
C 0.093 -0.408 0.496 -0.397
C -0.226 0.477 1.646 -0.518
S 0.382 0.559 3.274 0.599
O -1.034 -1.222 0.030 -0.007
C -1.975 -0.684 -0.749 -0.342
O -2.061 0.500 -0.818 0.049
H 2.524 -0.500 -0.382 0.062
H 2.564 0.858 -1.787 0.129
H -0.229 1.001 -1.145 0.152
H 0.981 -1.102 0.744 0.157
H -0.975 1.385 1.426 0.106
H -2.651 -1.518 -1.195 0.180



Quick ranking, most stable first: *x*, *w*.



*w*
15
Properties=species:S:1:pos:R:3:lowdin_charge:R:1 method="wB97M-V/def2-TZVPD" lumo_energy_ha=-0.00032 spin_multiplicity=1
C 0.340 0.606 -0.319 -0.413
C -0.210 -0.171 0.606 -0.160
C -0.904 -1.499 0.421 -0.512
C -0.491 -0.949 -1.945 -0.183
H 0.683 2.185 0.697 -0.019
H 2.186 1.872 0.442 0.238
H 1.013 0.505 2.591 0.234
H -0.811 -0.544 2.536 0.032
H -0.747 -1.092 -3.146 0.172
H 0.581 0.850 -2.545 0.276
N 0.980 1.787 -0.094 0.073
N -0.189 0.118 2.086 0.021
N -1.065 -1.744 -0.970 0.112
N 0.078 0.194 -1.605 0.032
O -1.445 -2.118 1.246 0.096



*x*
15
Properties=species:S:1:pos:R:3:lowdin_charge:R:1 method="wB97M-V/def2-TZVPD" lumo_energy_ha=0.00272 spin_multiplicity=1
C 0.816 0.201 -0.416 -0.353
C 1.162 -1.122 -0.395 0.053
C 0.048 -1.966 0.032 -0.448
C -1.213 -0.069 0.648 -0.403
H 2.045 1.888 -0.182 0.157
H 2.528 0.733 -1.234 -0.097
H 1.952 -1.738 -0.599 0.088
H -2.202 1.893 1.348 0.266
H -3.058 0.419 0.443 -0.015
H -0.269 1.642 -0.374 0.060
N 1.857 1.148 -0.990 0.150
N -1.174 -1.299 0.557 0.208
N -2.362 0.595 0.990 0.100
N -0.190 0.830 -0.018 0.174
O 0.062 -3.154 0.189 0.061



Quick ranking, most stable first: *x*, *w*.